[1]
The molecule C5H2O, computed with the ωB97M-V functional and the def2-TZVPD basis.

CARTESIAN COORDINATES (ANGSTROEM)
O: 1.07743 -0.01184 1.86674
C: 0.74696 -0.38911 0.77891
C: 0.38013 1.68709 -1.60855
C: -0.66906 0.94241 -1.66110
C: -0.88658 0.08605 -0.70257
C: -0.70080 -0.61858 0.37424
H: 1.46529 -0.55558 -0.04568
H: -1.41338 -1.14044 0.99801

Cartesian forces, eV/Å:
O -0.2065 -0.3845 -0.2505
C 0.2592 0.0566 0.4224
C -0.5564 -0.1663 -0.5051
C 0.4012 0.1738 0.2805
C 0.1919 0.0197 0.2115
C -0.1638 0.0985 -0.1945
H 0.0088 0.1052 0.1216
H 0.0655 0.0969 -0.0859

Values from the calculation:
- M: 78.07 g/mol
- Total energy: -266.7254 Eh
- HOMO-LUMO gap: 8.69 eV
- E_LUMO: -1.3 eV
- Total charge: 0

And the Löwdin charges, in e, turn out to be:
1 O 0.09
2 C -0.27
3 C 0.17
4 C -0.17
5 C -0.06
6 C -0.01
7 H 0.13
8 H 0.12

[2]
The molecule C5H2O2, computed with the ωB97M-V functional and the def2-TZVPD basis.

CARTESIAN COORDINATES (ANGSTROEM)
O: -4.40688 -0.45997 -0.00191
C: -3.25837 -0.19518 0.00076
C: -1.88612 -0.52060 0.00194
C: -0.48036 -0.52354 0.00038
C: -0.11874 0.79896 -0.00117
O: -1.19161 1.63220 -0.00037
C: -2.26808 0.86137 0.00245
H: 0.17512 -1.37037 0.00070
H: 0.84992 1.26119 -0.00092

Cartesian forces, eV/Å:
O -0.5876 -0.3362 0.0035
C -0.1782 0.0050 -0.0113
C -1.4275 2.3276 0.0135
C 0.7251 0.6934 -0.0059
C 0.1162 -1.2005 0.0077
O 0.2395 1.0075 0.0014
C 0.8343 -2.5679 -0.0033
H 0.2232 -0.0979 -0.0018
H 0.0551 0.1689 -0.0038

Values from the calculation:
- M: 94.07 g/mol
- Total energy: -342.0580 Eh
- HOMO-LUMO gap: 10.59 eV
- E_LUMO: 0.7 eV
- Total charge: 0
- Structure (SMILES): O=c1c2ccoc12

And the Löwdin charges, in e, turn out to be:
1 O 0.13
2 C -0.36
3 C 0.02
4 C 0.00
5 C -0.06
6 O 0.09
7 C -0.05
8 H 0.10
9 H 0.13